Molecular formula: C6H11N4
Method: DFT, ωB97M-V/def2-TZVPD

Structure (XYZ):
```
21
Properties=species:S:1:pos:R:3:forces:R:3:lowdin_charge:R:1
C 0.067628 2.235245 0.411811 -3.470 0.997 0.463 -0.121
C 1.230057 1.727792 0.612360 2.847 -2.517 -1.125 -0.024
C -1.323461 0.434925 -0.102904 2.900 -0.276 -0.449 -0.118
C 0.652687 -0.536313 -0.044466 -1.478 -1.284 -1.062 -0.065
C 3.033742 0.147434 0.452357 1.739 -0.955 -1.704 -0.035
C -3.671682 -0.148798 0.087688 -2.749 -1.230 1.321 -0.057
N -1.129448 1.642304 0.030141 -0.189 -1.007 -0.091 0.142
N 1.619039 0.314195 0.246948 -2.528 1.881 0.185 -0.123
N -2.329774 -0.347820 -0.363351 -0.290 1.189 0.938 0.016
N 0.904475 -1.806798 -0.539530 2.051 1.832 -0.174 0.116
H -0.169638 3.236554 0.668158 0.675 1.020 0.044 0.117
H 2.054999 2.427069 0.761842 -0.059 -0.705 0.304 0.134
H 3.553895 0.903860 -0.239316 -0.486 -0.965 1.558 0.135
H 3.114341 0.279754 1.523735 0.997 0.300 0.039 0.103
H 3.467787 -0.865253 0.164195 -0.960 1.176 0.418 0.111
H -4.141854 0.826594 0.002924 0.712 0.301 -0.241 0.096
H -4.287391 -0.839671 -0.518671 0.225 0.504 0.092 0.103
H -3.885562 -0.525898 1.133748 0.746 0.569 -0.866 0.115
H -2.260530 -1.222315 -0.764990 1.142 -1.786 -0.970 0.116
H 0.219061 -2.537715 -0.696382 -0.069 0.710 0.219 0.101
H 1.845056 -1.996793 -1.004499 -1.755 0.245 1.100 0.139
```
Positions in Å, forces in eV/Å.

Results
Kohn-Sham gap   9.564 eV
Energy above the lowest of the compared OMol25 structures with the same formula, charge and spin   81.0 kcal/mol
Net charge   +1

Molecular formula: C4H10N2O
Method: DFT, ωB97M-V/def2-TZVPD

Structure (XYZ):
```
17
Properties=species:S:1:pos:R:3:forces:R:3:lowdin_charge:R:1
C 0.001726 -2.014201 0.237535 -0.170 0.065 0.139 -0.045
C -0.067208 -0.692614 -0.467412 1.004 0.015 -1.106 -0.471
C -1.629327 0.484443 1.130767 0.752 0.140 0.533 -0.269
N -0.527008 -0.581553 -1.642608 0.009 0.077 1.156 0.176
O -2.071286 1.563070 0.763637 -0.208 0.010 -0.117 -0.144
H -0.456281 0.350854 -2.039970 0.159 0.046 0.021 0.054
H -2.383322 -0.246242 1.565541 -0.211 0.095 -0.045 0.018
H 0.169504 -1.902606 1.308084 -0.018 0.060 -0.038 0.079
H 0.809950 -2.616586 -0.195389 -0.078 0.129 0.030 0.088
H -0.935553 -2.547105 0.087820 0.054 0.034 -0.021 0.089
C 1.045929 1.630728 -0.496402 -0.105 -0.223 0.063 -0.047
N 0.862445 0.334706 0.197117 0.108 -0.030 -0.181 -0.058
H 1.768698 -0.088808 0.425378 -0.262 -0.068 -0.163 0.154
H 0.135994 0.492713 1.066732 -0.886 -0.366 -0.230 0.114
H 0.084925 2.141596 -0.469154 0.040 0.049 -0.065 0.084
H 1.397378 1.481946 -1.516202 -0.070 -0.002 -0.015 0.086
H 1.793437 2.209658 0.044526 -0.118 -0.030 0.039 0.093
```
Positions in Å, forces in eV/Å.

Results
Kohn-Sham gap   6.664 eV
Energy above the lowest of the compared OMol25 structures with the same formula, charge and spin   119.3 kcal/mol
Net charge   0

Molecular formula: C2H3N3
Method: DFT, ωB97M-V/def2-TZVPD

Structure (XYZ):
```
8
Properties=species:S:1:pos:R:3:forces:R:3:lowdin_charge:R:1
C 0.902141 0.266130 -0.521306 -0.073 -0.082 0.163 -0.141
C -0.411517 0.830547 -0.484409 -0.780 -0.737 0.096 -0.150
N -1.086813 0.204684 0.471281 -0.016 -0.776 -0.127 0.024
N -0.255718 -0.693250 0.923458 -0.001 -0.296 0.563 -0.109
N 0.939962 -0.714541 0.375642 -0.032 0.242 0.174 0.037
H 1.867188 0.482365 -0.977419 -0.761 0.229 -0.412 0.094
H -1.224398 1.204927 -1.095380 1.300 1.472 -0.796 0.095
H -0.617435 -1.430854 1.500740 0.364 -0.051 0.340 0.150
```
Positions in Å, forces in eV/Å.

Results
Kohn-Sham gap   11.377 eV
SMILES string   c1cn[nH]n1
Energy above the lowest of the compared OMol25 structures with the same formula, charge and spin   30.0 kcal/mol
Net charge   0

Molecular formula: C29H28Cl4NNiO4S2
Method: DFT, ωB97M-V/def2-TZVPD

Structure (XYZ):
```
69
Properties=species:S:1:pos:R:3:forces:R:3:lowdin_charge:R:1
Ni 0.163009 0.213386 -0.150607 0.381 -1.016 -0.424 0.357
Cl -4.994868 -4.673409 -0.094323 0.088 0.066 -0.019 0.602
C -4.050183 -3.212459 -0.073281 0.167 -0.014 -0.036 -0.728
C -4.615434 -2.026536 0.346161 0.152 0.071 -0.017 -0.737
Cl -6.277163 -1.968792 0.844742 0.024 0.050 -0.004 0.599
C -3.817345 -0.861698 0.371012 0.070 -0.072 -0.043 -0.582
Cl -4.517713 0.641089 0.916826 -0.051 -0.022 0.013 0.690
C -2.480526 -0.847178 -0.018561 0.269 0.274 -0.049 -0.356
O -1.733429 0.247118 0.018001 -0.966 -0.417 -0.093 -0.217
C -1.886294 -2.087332 -0.487969 -0.038 0.027 -0.009 -0.472
O -0.650673 -2.096137 -0.836275 -0.235 -0.117 0.264 -0.195
C -2.702678 -3.233172 -0.475141 -0.065 0.112 0.026 -0.618
Cl -1.937851 -4.721020 -0.958716 -0.083 -0.012 0.018 0.634
C 0.558273 -0.570683 -2.939899 -0.028 -0.111 -0.122 -0.058
N 0.236868 0.637906 -2.171215 -0.096 0.043 0.545 -0.291
C -1.015302 1.219508 -2.641274 -0.153 -0.056 -0.135 -0.060
C 1.348002 1.590544 -2.264709 0.051 0.162 -0.333 -0.168
C 2.461432 1.100821 -1.401648 0.131 0.030 0.017 -0.252
C 3.793141 1.376057 -1.665039 0.106 -0.021 0.077 -0.053
C 4.766324 0.985548 -0.750636 -0.104 -0.020 0.051 -0.110
C 4.374609 0.340091 0.416851 0.055 0.041 -0.088 -0.107
C 3.031352 0.059896 0.651434 -0.013 -0.129 0.149 -0.104
C 2.041271 0.402212 -0.264835 0.093 0.181 0.092 -0.140
H 0.629141 -0.316705 -4.007743 -0.001 0.013 0.016 0.091
H -0.198976 -1.331454 -2.764804 0.041 0.089 -0.015 0.078
H 1.514327 -0.968673 -2.602081 -0.046 0.025 -0.002 0.097
H -0.957109 1.469896 -3.708286 0.051 0.003 -0.045 0.094
H -1.239837 2.122101 -2.076257 0.027 -0.008 -0.006 0.071
H -1.822377 0.506305 -2.478681 0.034 0.037 -0.022 0.097
H 0.994948 2.554590 -1.890938 -0.009 0.075 0.018 0.111
H 1.656679 1.736685 -3.308678 -0.032 0.004 -0.085 0.127
H 4.072353 1.906248 -2.571271 0.006 -0.007 0.028 0.103
H 5.811966 1.198985 -0.937276 0.001 -0.010 0.000 0.087
H 5.119997 0.056746 1.152029 0.019 0.002 0.000 0.089
H 2.742889 -0.417964 1.585392 0.074 0.074 -0.096 0.076
C 0.524725 -2.332172 3.542947 -0.041 0.061 0.018 -0.236
S 0.024529 -2.130959 1.824461 0.046 -0.121 0.089 0.959
C 1.383822 -3.045397 1.096241 -0.067 -0.103 -0.105 -0.224
O 0.306589 -0.653488 1.631123 0.200 0.111 0.120 -0.522
H 0.457242 -3.385920 3.826410 -0.022 0.111 -0.065 0.054
H -0.167851 -1.733872 4.138657 0.080 -0.066 -0.052 0.041
H 1.541884 -1.954587 3.669689 -0.079 -0.020 -0.023 0.058
H 1.340500 -4.065947 1.488419 -0.024 0.090 -0.062 0.061
H 2.327477 -2.565599 1.352126 -0.025 -0.013 -0.017 0.045
H 1.192713 -3.041810 0.021102 0.057 0.025 0.152 0.048
O 1.338438 3.508430 0.722151 -0.005 0.011 0.087 -0.465
S 0.115262 2.660539 0.712747 -0.029 0.426 -0.330 1.005
C -1.267941 3.772688 0.393715 0.116 0.296 0.224 -0.332
C -2.489533 3.286090 -0.045345 0.059 -0.207 -0.028 -0.111
C -3.509755 4.186327 -0.328960 -0.059 -0.055 -0.016 -0.075
C -3.298218 5.551702 -0.193999 0.115 0.018 0.035 -0.094
C -2.056546 6.027443 0.224299 -0.072 -0.068 -0.033 -0.087
C -1.032428 5.137270 0.516426 -0.088 -0.001 0.008 -0.069
C -0.214414 2.192821 2.398133 -0.192 0.014 0.256 -0.342
C -1.472908 1.738968 2.779723 0.245 -0.041 0.164 -0.067
C -1.636263 1.233177 4.060747 0.033 0.036 -0.025 -0.070
C -0.556507 1.181575 4.938303 -0.010 0.012 -0.038 -0.106
C 0.692923 1.636524 4.538208 0.006 -0.004 -0.007 -0.087
C 0.874608 2.140981 3.256034 -0.075 0.052 -0.024 -0.070
H -2.619706 2.210770 -0.164500 -0.026 0.182 0.041 0.053
H -4.469887 3.804200 -0.661891 0.075 0.060 0.028 0.104
H -4.095974 6.249140 -0.423581 0.034 -0.023 0.014 0.096
H -1.885956 7.094037 0.319712 -0.016 -0.045 -0.009 0.097
H -0.052459 5.480130 0.826861 -0.020 -0.044 -0.007 0.105
H -2.297041 1.742249 2.082584 -0.023 -0.025 -0.005 0.061
H -2.610259 0.870614 4.368201 0.028 0.006 -0.009 0.106
H -0.691580 0.781589 5.936763 0.000 0.013 -0.011 0.097
H 1.534575 1.592938 5.221501 -0.054 0.000 -0.034 0.099
H 1.841782 2.491554 2.911987 -0.085 -0.032 -0.004 0.110
```
Positions in Å, forces in eV/Å.

Results
Kohn-Sham gap   6.152 eV
Energy above the lowest of the compared OMol25 structures with the same formula, charge and spin   10.6 kcal/mol
Net charge   -1

Molecular formula: C6H15N2O
Method: DFT, ωB97M-V/def2-TZVPD

Structure (XYZ):
```
24
Properties=species:S:1:pos:R:3:forces:R:3:lowdin_charge:R:1
C 0.865633 -2.223638 0.315514 -1.385 0.586 2.685 0.051
C -2.720758 0.376165 -1.196152 1.120 0.952 -0.514 -0.044
C -0.248355 -0.897646 1.948802 2.740 -0.741 1.601 -0.063
C 2.696448 0.734690 0.667238 1.418 0.339 1.260 -0.051
C -1.430095 0.890114 -1.807263 0.088 0.318 -2.313 -0.214
C 0.616132 0.762180 -0.418618 0.782 0.520 -0.966 -0.160
N -0.547134 1.284559 -0.780534 1.971 0.632 2.730 0.065
N 0.462685 -1.107383 0.706442 -1.457 1.234 -0.714 -0.097
O 1.481405 1.302476 0.418508 -4.739 2.070 -0.107 -0.046
H 1.393973 -2.292189 -0.524976 2.102 -0.119 -3.611 0.050
H 0.774124 -3.118358 0.863822 -0.487 -1.144 0.891 0.094
H -3.085912 1.091718 -0.469337 -0.522 0.490 -0.372 0.092
H -3.381995 0.098553 -1.964861 -1.266 0.091 -0.776 0.076
H -2.558426 -0.464671 -0.626372 0.608 -2.239 1.225 0.045
H -0.637551 -1.839495 2.343480 -0.590 0.297 -0.113 0.095
H -0.877294 -0.014776 2.046643 -0.228 -0.289 -0.619 0.088
H 0.638839 -0.693690 2.624882 -1.120 0.079 -0.131 0.112
H 2.937778 0.201333 -0.190204 1.139 -1.371 -1.418 0.077
H 2.648493 0.081582 1.556321 0.254 0.429 -0.346 0.108
H 3.365721 1.607345 0.765356 0.018 -0.794 0.333 0.130
H -0.781184 0.267017 -2.468458 -1.248 -0.209 0.228 0.144
H -1.683258 1.802605 -2.426163 0.427 -0.855 0.610 0.150
H 1.059910 0.228793 -1.213408 0.459 -1.211 -0.719 0.143
H -0.989177 1.922716 -0.170660 -0.086 0.934 1.154 0.153
```
Positions in Å, forces in eV/Å.

Results
Kohn-Sham gap   11.156 eV
Energy above the lowest of the compared OMol25 structures with the same formula, charge and spin   54.2 kcal/mol
Net charge   +1

Molecular formula: C4H5F
Method: DFT, ωB97M-V/def2-TZVPD

Structure (XYZ):
```
10
Properties=species:S:1:pos:R:3:forces:R:3:lowdin_charge:R:1
C 0.235793 -1.539848 -0.964279 -0.911 2.243 2.052 0.033
C -0.301004 -0.277101 -0.838530 2.153 -0.947 2.027 -0.068
C 0.020827 0.295737 0.572857 -1.968 1.042 -2.493 -0.404
C -0.199674 1.565493 0.971943 0.748 -0.074 0.777 0.053
F 0.497920 -0.678524 1.326125 0.429 0.609 1.825 0.025
H 0.366981 -2.119334 -1.820533 -0.286 -0.612 -1.477 0.027
H 0.593445 -1.996640 0.008579 -0.354 0.441 -1.848 0.086
H -0.725169 0.473186 -1.525705 0.323 -0.979 -0.002 0.099
H -0.587816 2.337727 0.269082 0.304 -1.020 0.554 0.069
H 0.098697 1.939304 2.000461 -0.438 -0.704 -1.414 0.080
```
Positions in Å, forces in eV/Å.

Results
Kohn-Sham gap   10.038 eV
SMILES string   C=CC(=C)F
Energy above the lowest of the compared OMol25 structures with the same formula, charge and spin   18.9 kcal/mol
Net charge   0